ORCA calculation (ωB97M-V with the def2-TZVPD basis set) on C27H19IN2O4PTc as an isolated structure.

CARTESIAN COORDINATES (ANGSTROEM)
Tc: 0.088 -1.550 0.846
I: 2.762 -1.687 1.118
C: 3.803 0.016 0.456
C: 5.193 -0.226 0.472
C: 6.085 0.769 0.187
C: 5.596 2.058 -0.098
C: 4.215 2.327 -0.132
C: 3.822 3.640 -0.403
C: 2.470 3.977 -0.459
C: 1.536 2.979 -0.295
C: 1.884 1.638 -0.023
P: 0.376 0.578 -0.060
C: -0.539 0.829 -1.573
C: -0.240 -0.044 -2.625
C: -0.874 0.120 -3.846
C: -1.805 1.136 -4.015
C: -2.110 1.999 -2.967
C: -1.476 1.854 -1.745
C: -0.553 0.784 1.468
C: -1.937 1.044 1.479
C: -2.596 1.175 2.683
C: -1.909 0.996 3.889
C: -0.553 0.717 3.893
C: 0.139 0.645 2.686
C: 3.249 1.289 0.106
H: 5.574 -1.207 0.727
H: 7.148 0.566 0.204
H: 6.287 2.869 -0.299
H: 4.583 4.394 -0.564
H: 2.156 4.994 -0.652
H: 0.494 3.246 -0.396
H: 0.484 -0.841 -2.496
H: -0.641 -0.546 -4.666
H: -2.302 1.258 -4.968
H: -2.842 2.783 -3.104
H: -1.724 2.532 -0.934
H: -2.472 1.155 0.541
H: -3.648 1.431 2.698
H: -2.439 1.098 4.827
H: -0.023 0.600 4.828
H: 1.218 0.552 2.698
O: -3.280 -5.931 -1.155
C: -4.009 -5.008 -0.568
O: -5.195 -5.064 -0.444
C: -3.303 -3.830 0.062
C: -3.993 -2.883 0.813
N: -3.120 -1.954 1.205
N: -1.883 -2.227 0.761
C: -1.993 -3.371 0.061
C: -0.730 -3.903 -0.517
O: -0.654 -4.868 -1.207
O: 0.327 -3.135 -0.196
H: -2.311 -5.767 -1.158
H: -5.041 -2.856 1.069
H: -3.293 -1.149 1.791

Kohn-Sham gap (spin up / spin down) = 0.241 / 0.153 Eh
Charge = +3
ΔE to the lowest compared entry with this formula, charge and spin = 0.0 kJ/mol
HOMO energy (spin up / spin down) = -17.25 / -17.25 eV
Electronic energy = -59036.750 eV
Multiplicity = 4
⟨S²⟩ = 3.81

Results of the Löwdin charge analysis, in e, for atoms 1 through 2: 1.042 1.352

ORCA calculation (ωB97M-V with the def2-TZVPD basis set) on C10H12BaN3O6S as an isolated structure.

CARTESIAN COORDINATES (ANGSTROEM)
Ba: 2.694 -0.570 0.063
C: -5.086 1.723 -2.290
C: -3.746 1.704 -1.604
C: -2.660 1.039 -2.163
C: -1.430 1.018 -1.523
C: -1.271 1.660 -0.305
C: -2.340 2.339 0.262
C: -3.564 2.357 -0.388
S: 0.276 1.575 0.578
O: 1.276 1.631 -0.517
O: 0.282 2.708 1.478
N: 0.274 0.175 1.227
C: 0.578 0.029 2.651
C: 2.062 -0.353 2.820
O: 2.311 -1.485 3.275
O: 2.922 0.483 2.401
H: -5.036 1.237 -3.264
H: -5.437 2.746 -2.442
H: -5.840 1.204 -1.695
H: -2.776 0.535 -3.116
H: -0.586 0.515 -1.976
H: -2.193 2.854 1.202
H: -4.397 2.892 0.057
H: -0.020 -0.788 3.053
H: 0.355 0.928 3.233
N: 3.333 -3.396 0.778
N: 4.177 -3.995 -0.181
C: 4.738 -3.182 -1.218
O: 5.724 -3.645 -1.784
O: 4.127 -2.088 -1.445
H: 3.816 -3.169 1.645
H: 2.581 -4.030 1.013
H: 4.857 -4.651 0.174

Kohn-Sham gap = 0.290 Eh
Charge = -1
ΔE to the lowest compared entry with this formula, charge and spin = 0.0 kJ/mol
HOMO energy = -5.50 eV
Electronic energy = -38853.882 eV

Results of the Löwdin charge analysis, in e, for atoms 1 through 2: 2.084 -0.063

ORCA calculation (ωB97M-V with the def2-TZVPD basis set) on C17H31BeCl3O2P2 as an isolated structure.

CARTESIAN COORDINATES (ANGSTROEM)
P: -0.767 1.618 -1.142
P: 0.530 -1.613 -1.946
C: -0.082 1.034 -2.814
C: -0.296 -0.449 -3.121
H: 0.987 1.331 -2.882
H: -0.638 1.603 -3.574
H: -1.371 -0.716 -3.108
H: 0.108 -0.684 -4.121
C: 1.868 -2.334 -2.922
H: 2.491 -2.980 -2.290
H: 2.471 -1.558 -3.407
H: 1.396 -2.958 -3.698
C: -0.593 -3.057 -1.888
H: -0.293 -3.736 -2.704
H: -1.630 -2.735 -2.069
H: -0.504 -3.596 -0.933
C: -0.389 3.360 -1.425
H: -0.849 3.986 -0.647
H: -0.818 3.658 -2.391
H: 0.694 3.524 -1.478
C: -2.528 1.440 -1.585
H: -2.807 0.377 -1.567
H: -2.743 1.874 -2.577
H: -3.062 1.987 -0.800
Be: 0.503 3.015 0.902
C: -0.746 -2.640 2.365
C: 0.468 -3.102 2.027
C: 1.505 -2.492 1.118
C: 1.287 -1.016 0.956
C: 0.673 -0.699 -0.412
C: -0.743 -0.142 -0.088
C: -1.781 -1.114 0.440
C: -1.559 -1.448 1.959
C: 1.893 3.901 0.668
H: -1.312 -3.244 3.083
H: 0.745 -4.109 2.369
H: 1.418 -3.021 0.154
H: 2.529 -2.668 1.466
H: 0.674 -0.629 1.786
H: 2.195 -0.401 0.954
H: 1.301 0.182 -0.740
H: -0.580 0.493 0.781
H: -1.775 -2.041 -0.124
H: -2.782 -0.707 0.319
H: -1.276 -0.524 2.480
H: -2.559 -1.631 2.389
H: 1.552 4.925 0.479
H: 2.532 3.595 -0.155
H: 2.455 3.855 1.608
Cl: 0.327 2.335 6.045
C: 0.065 1.471 4.514
Cl: 0.906 -0.109 4.550
Cl: -1.682 1.277 4.270
C: 0.724 2.266 3.287
O: 1.727 2.902 3.548
O: 0.145 2.146 2.089

Kohn-Sham gap = 0.182 Eh
ΔE to the lowest compared entry with this formula, charge and spin = 318.6 kJ/mol
HOMO energy = -4.93 eV
Electronic energy = -78768.802 eV

Results of the Löwdin charge analysis, in e, for atoms 1 through 2: 0.769 0.976

Question: What is the electronic energy in the second record?
Answer: -38853.882 eV

Please write out number 2 again, unchanged.
ORCA calculation (ωB97M-V with the def2-TZVPD basis set) on C10H12BaN3O6S as an isolated structure.

CARTESIAN COORDINATES (ANGSTROEM)
Ba: 2.694 -0.570 0.063
C: -5.086 1.723 -2.290
C: -3.746 1.704 -1.604
C: -2.660 1.039 -2.163
C: -1.430 1.018 -1.523
C: -1.271 1.660 -0.305
C: -2.340 2.339 0.262
C: -3.564 2.357 -0.388
S: 0.276 1.575 0.578
O: 1.276 1.631 -0.517
O: 0.282 2.708 1.478
N: 0.274 0.175 1.227
C: 0.578 0.029 2.651
C: 2.062 -0.353 2.820
O: 2.311 -1.485 3.275
O: 2.922 0.483 2.401
H: -5.036 1.237 -3.264
H: -5.437 2.746 -2.442
H: -5.840 1.204 -1.695
H: -2.776 0.535 -3.116
H: -0.586 0.515 -1.976
H: -2.193 2.854 1.202
H: -4.397 2.892 0.057
H: -0.020 -0.788 3.053
H: 0.355 0.928 3.233
N: 3.333 -3.396 0.778
N: 4.177 -3.995 -0.181
C: 4.738 -3.182 -1.218
O: 5.724 -3.645 -1.784
O: 4.127 -2.088 -1.445
H: 3.816 -3.169 1.645
H: 2.581 -4.030 1.013
H: 4.857 -4.651 0.174

Kohn-Sham gap = 0.290 Eh
Charge = -1
ΔE to the lowest compared entry with this formula, charge and spin = 0.0 kJ/mol
HOMO energy = -5.50 eV
Electronic energy = -38853.882 eV

Results of the Löwdin charge analysis, in e, for atoms 1 through 2: 2.084 -0.063